Entry 1:
The following is a DFT calculation (the ωB97M-V functional and the def2-TZVPD basis) of a cluster of 2 separate species, C4H12 in total.

Computed properties:
SMILES string: CC.CC
HOMO-LUMO gap (eV): 12.805
Multiplicity: 1

Last column: Löwdin charge in e.
Atoms and positions in Å:
C (-0.78791, 2.00913, -0.39218)  -0.169
C (-0.84832, 1.19804, -1.68788)  -0.165
H (0.24879, 2.18776, -0.09841)  0.060
H (-1.28514, 2.97028, -0.49494)  0.056
H (-1.24907, 1.51941, 0.46821)  0.054
H (-1.59530, 0.39994, -1.70900)  0.062
H (0.04911, 0.58149, -1.77592)  0.047
H (-0.98976, 1.87243, -2.51120)  0.053
C (0.26383, -1.63029, 1.57835)  -0.162
C (1.32990, -1.55719, 0.46893)  -0.169
H (0.65026, -1.24090, 2.51608)  0.060
H (-0.68459, -1.13322, 1.36765)  0.050
H (-0.01093, -2.69093, 1.62974)  0.060
H (2.03611, -2.37264, 0.53575)  0.054
H (1.94226, -0.66123, 0.64483)  0.060
H (0.93075, -1.45208, -0.54002)  0.050



Entry 2:
The following is a DFT calculation (the ωB97M-V functional and the def2-TZVPD basis) of a cluster of 2 separate species, C4H12 in total.

Computed properties:
SMILES string: CC.CC
HOMO-LUMO gap (eV): 12.727
Multiplicity: 1

Last column: Löwdin charge in e.
Atoms and positions in Å:
C (1.89085, -0.60692, 1.05070)  -0.162
C (1.47520, 0.81860, 1.61805)  -0.137
H (2.66112, -1.07558, 1.72418)  0.069
H (1.19415, -1.39268, 1.07928)  0.015
H (2.23249, -0.56217, -0.00472)  0.066
H (2.02438, 1.51820, 0.93095)  0.071
H (0.43872, 0.99687, 1.56096)  0.020
H (1.97665, 1.08003, 2.53207)  0.045
C (-1.24565, -0.03500, -0.72921)  -0.184
C (-2.26894, -0.16713, -1.84380)  -0.175
H (-0.58648, 0.82772, -1.02202)  0.081
H (-1.63293, 0.31132, 0.25096)  0.063
H (-0.73883, -1.00760, -0.57971)  0.065
H (-1.73485, -0.68324, -2.65500)  0.072
H (-2.53678, 0.71444, -2.30963)  0.031
H (-3.14912, -0.73686, -1.60307)  0.060



Entry 3:
The following is a DFT calculation (the ωB97M-V functional and the def2-TZVPD basis) of a cluster of 2 separate species, C4H12 in total.

Computed properties:
SMILES string: CC.CC
HOMO-LUMO gap (eV): 12.622
Multiplicity: 1

Last column: Löwdin charge in e.
Atoms and positions in Å:
C (-1.30272, -1.28256, 1.81977)  -0.158
C (-0.21773, -0.19441, 2.04332)  -0.152
H (-0.91442, -2.26732, 2.07075)  0.058
H (-2.14130, -1.11808, 2.49208)  0.053
H (-1.68100, -1.22135, 0.80436)  0.055
H (-0.68049, 0.76353, 2.26234)  0.064
H (0.16086, -0.08236, 1.04730)  0.014
H (0.56099, -0.46998, 2.74422)  0.062
C (1.02884, 0.19840, -2.39893)  -0.169
C (0.48343, 1.30392, -1.48091)  -0.164
H (1.83207, 0.67764, -2.96463)  0.056
H (1.43737, -0.63235, -1.83598)  0.060
H (0.39222, -0.11756, -3.22492)  0.059
H (1.33014, 1.68748, -0.91193)  0.066
H (-0.19943, 0.79383, -0.80071)  0.034
H (-0.01105, 2.14417, -1.96008)  0.063



ΔE to the lowest compared entry with this formula, charge and spin, record by record: 29.54, 72.68, 38.59 kJ/mol